1.
ORCA calculation (wB97M-V/def2-TZVPD) on a structure of composition C15H18N4OS at a distorted geometry.

Geometry (Å):
C1 2.132 1.109 -2.143
C2 3.117 1.772 -1.519
C3 3.873 1.352 -0.347
N1 3.342 -0.074 0.079
C4 2.124 -0.584 0.522
N2 1.978 -1.777 0.901
N3 3.114 -2.308 0.543
C5 3.990 -1.176 -0.220
S1 5.458 -1.311 -0.832
H1 3.443 -3.212 0.384
C6 0.966 0.750 1.105
N4 -0.374 0.050 0.760
C7 -1.116 0.257 -0.176
O1 -0.910 1.558 -0.632
C8 -2.357 -0.437 -0.371
C9 -2.238 -1.811 -0.360
C10 -3.219 -2.768 -0.649
C11 -4.569 -2.129 -0.585
C12 -4.610 -0.618 -0.488
C13 -3.664 0.171 -0.099
C14 -3.897 1.574 -0.031
H2 -3.320 2.276 -0.417
H3 -4.892 1.970 -0.062
H4 -3.666 1.855 1.270
H5 -5.717 -0.147 -0.641
H6 -5.305 -2.690 -0.840
H7 -3.094 -3.842 -0.898
H8 -1.129 -2.024 -0.561
H9 -0.519 -0.976 1.408
C15 1.239 0.893 2.630
H10 2.184 1.510 2.667
H11 1.107 0.018 3.056
H12 0.456 1.671 2.873
H13 1.039 1.316 0.429
H14 4.745 1.099 -0.570
H15 3.664 2.170 0.550
H16 3.251 2.805 -1.945
H17 1.586 1.572 -2.807
H18 1.784 0.137 -1.986

The LUMO energy is 0.21 eV. As for the energy relative to the best compared isomer or geometry (same formula, charge and spin): 299.3 kcal per mole. The value obtained for the HOMO-LUMO gap is 8.35 eV. Its HOMO energy is -8.136 eV. The value obtained for the energy is -1274.395753 hartree.

Charges obtained by Mulliken population analysis, quoted in units of e:
1 C -0.96
2 C 0.14
3 C -0.81
4 N 0.12
5 C 0.37
6 N -0.47
7 N -0.20
8 C 0.24
9 S -0.45
10 H 0.20
11 C -1.32
12 N -0.10
13 C 0.73
14 O -0.82
15 C 0.54
16 C -0.53
17 C -0.62
18 C -0.78
19 C -0.41
20 C 0.84
21 C -1.52
22 H 0.40
23 H 0.37
24 H 0.19
25 H 0.14
26 H 0.54
27 H 0.39
28 H 0.28
29 H 0.45
30 C -1.45
31 H 0.27
32 H 0.49
33 H 0.39
34 H 1.55
35 H 0.65
36 H 0.18
37 H 0.27
38 H 0.36
39 H 0.34

---

2.
ORCA calculation (wB97M-V/def2-TZVPD) on a cluster of 2 separate species, C5H9O2Se in total at a distorted geometry.

Geometry (Å):
C1 -0.131 1.901 0.177
C2 1.942 0.018 1.126
C3 -2.484 0.521 -1.404
C4 0.515 -0.316 1.512
C5 -0.354 0.310 0.493
O1 -0.543 2.344 1.260
O2 0.286 2.343 -0.858
Se1 -2.098 -0.265 0.437
H1 2.672 -0.435 1.719
H2 1.862 1.051 1.218
H3 2.170 -0.182 0.143
H4 -1.755 0.327 -2.242
H5 -3.374 0.122 -1.797
H6 -2.376 1.597 -1.096
H7 -0.028 -0.086 2.466
H8 0.301 -1.433 1.406
H9 0.079 -0.748 -1.489

The LUMO energy (spin up / spin down) is 3.18 / 3.16 eV. As for the energy relative to the best compared isomer or geometry (same formula, charge and spin): 89.0 kcal per mole. The value obtained for the HOMO-LUMO gap (spin up / spin down) is 5.94 / 6.95 eV. Its HOMO energy (spin up / spin down) is -2.758 / -3.786 eV. The total charge is -1. The value obtained for the energy is -2747.696674 hartree.

Charges obtained by Mulliken population analysis, quoted in units of e:
1 C 0.26
2 C -1.39
3 C -0.98
4 C -0.19
5 C -0.15
6 O -0.63
7 O -0.64
8 Se 0.08
9 H 0.41
10 H 0.35
11 H 0.43
12 H 0.28
13 H 0.38
14 H 0.25
15 H 0.27
16 H 0.23
17 H 0.06

---

3.
ORCA calculation (wB97M-V/def2-TZVPD) on a cluster of 2 separate species, C4H4FO4 in total at a distorted geometry.

Geometry (Å):
C1 -1.738 0.825 0.003
C2 -0.969 0.224 -0.948
C3 0.421 0.366 -1.078
C4 0.955 -1.095 2.462
O1 1.178 -0.316 -2.065
O2 1.026 0.785 0.113
O3 0.242 -0.533 3.196
O4 1.611 -1.833 1.825
F1 -1.482 -0.340 -2.118
H1 -2.800 0.624 0.055
H2 -1.084 1.152 0.713
H3 1.780 1.352 -0.101
H4 0.859 -1.212 -2.058

The LUMO energy is 3.30 eV. As for the energy relative to the best compared isomer or geometry (same formula, charge and spin): 63.2 kcal per mole. The value obtained for the HOMO-LUMO gap is 4.06 eV. Its HOMO energy is -0.758 eV. The total charge is -1. The value obtained for the energy is -555.606553 hartree.

Charges obtained by Mulliken population analysis, quoted in units of e:
1 C -1.32
2 C 0.31
3 C 0.08
4 C 0.51
5 O -0.39
6 O -0.47
7 O -0.29
8 O -0.29
9 F -0.32
10 H 0.25
11 H 0.43
12 H 0.27
13 H 0.24

---

4.
ORCA calculation (wB97M-V/def2-TZVPD) on a cluster of 3 separate species, H6O2S in total.

Geometry (Å):
O1 1.043 1.749 1.140
H1 0.521 1.215 0.530
H2 0.446 1.903 1.878
O2 0.756 -1.394 -0.574
H3 1.483 -1.505 -1.201
H4 0.750 -2.183 -0.026
S1 -2.135 0.483 -0.725
H5 -0.867 0.300 -1.113
H6 -1.996 -0.568 0.091

The LUMO energy is 0.48 eV. As for the energy relative to the best compared isomer or geometry (same formula, charge and spin): 4.6 kcal per mole. The value obtained for the HOMO-LUMO gap is 10.20 eV. Its HOMO energy is -9.721 eV. As for the SMILES: O.O.S. The value obtained for the energy is -552.246768 hartree.

Charges obtained by Mulliken population analysis, quoted in units of e:
1 O -0.63
2 H 0.32
3 H 0.31
4 O -0.56
5 H 0.30
6 H 0.29
7 S -0.29
8 H 0.11
9 H 0.15

---

5.
ORCA calculation (wB97M-V/def2-TZVPD) on a cluster of 2 separate species, C25H22O2S2 in total at a distorted geometry.

Geometry (Å):
C1 1.564 -5.222 -1.045
C2 1.804 -4.395 0.059
C3 0.751 -3.669 0.636
C4 -0.533 -3.699 0.074
C5 -1.707 -2.881 0.602
C6 -1.735 -2.605 2.006
C7 -2.236 -1.367 2.513
C8 -1.511 -0.719 3.675
C9 -0.117 -0.800 3.800
C10 0.571 0.068 4.659
C11 -0.139 0.987 5.440
C12 -1.542 1.007 5.396
C13 -2.221 0.171 4.509
O1 -3.202 -0.729 2.043
O2 -2.586 -2.504 -0.197
C14 -0.727 -4.454 -1.093
C15 0.275 -5.283 -1.594
H1 2.370 -5.815 -1.479
H2 2.808 -4.320 0.480
H3 0.921 -3.059 1.525
H4 -1.105 -3.206 2.668
H5 0.421 -1.534 3.197
H6 1.660 0.018 4.707
H7 0.395 1.682 6.089
H8 -2.107 1.680 6.043
H9 -3.309 0.221 4.439
H10 -1.696 -4.407 -1.589
H11 0.047 -5.962 -2.417
C16 -2.763 -7.083 -0.307
C17 -2.512 -6.783 1.036
C18 -3.166 -5.721 1.649
C19 -4.080 -4.939 0.917
C20 -4.851 -3.915 1.591
S1 -6.081 -3.123 0.680
C21 -6.019 -1.504 1.454
C22 -6.521 -1.560 2.890
C23 -5.517 -2.280 3.769
S2 -5.076 -3.983 3.284
C24 -4.272 -5.201 -0.453
C25 -3.639 -6.283 -1.052
H12 -2.260 -7.926 -0.780
H13 -1.810 -7.384 1.616
H14 -2.975 -5.472 2.695
H15 -4.970 -1.163 1.369
H16 -6.656 -0.876 0.819
H17 -6.629 -0.536 3.260
H18 -7.498 -2.054 2.939
H19 -4.561 -1.741 3.813
H20 -5.905 -2.411 4.790
H21 -4.910 -4.538 -1.043
H22 -3.824 -6.499 -2.107

The LUMO energy is -2.41 eV. As for the energy relative to the best compared isomer or geometry (same formula, charge and spin): 2.4 kcal per mole. The value obtained for the HOMO-LUMO gap is 4.48 eV. Its HOMO energy is -6.892 eV. The value obtained for the energy is -1912.617543 hartree.

Charges obtained by Mulliken population analysis, quoted in units of e:
1 C -0.44
2 C -0.63
3 C 0.09
4 C -0.03
5 C 0.73
6 C -0.37
7 C -0.02
8 C 0.28
9 C 0.02
10 C -0.65
11 C -0.40
12 C -0.64
13 C -0.32
14 O -0.80
15 O -0.74
16 C -0.67
17 C -0.60
18 H 0.36
19 H 0.38
20 H 0.30
21 H 0.53
22 H 0.20
23 H 0.36
24 H 0.36
25 H 0.36
26 H 0.34
27 H 0.64
28 H 0.41
29 C -0.22
30 C -0.86
31 C -0.37
32 C -0.04
33 C 1.44
34 S -0.13
35 C -0.31
36 C -0.64
37 C 0.14
38 S -0.04
39 C -0.27
40 C -0.97
41 H 0.43
42 H 0.40
43 H 0.24
44 H 0.13
45 H 0.49
46 H 0.38
47 H 0.31
48 H -0.38
49 H 0.52
50 H 0.33
51 H 0.37

---

6.
ORCA calculation (wB97M-V/def2-TZVPD) on the ion C5H4Cl2NO2 with charge -1 at a distorted geometry.

Geometry (Å):
C1 -0.047 1.309 -0.662
C2 -0.652 1.432 0.479
C3 0.706 -0.779 1.751
C4 0.131 -0.088 -1.236
C5 -0.499 -1.132 -0.319
N1 -0.604 -0.595 1.038
O1 0.859 -2.007 1.802
O2 1.380 0.105 2.197
Cl1 0.076 2.626 -1.857
Cl2 -1.041 2.644 1.498
H1 -0.206 -0.104 -2.351
H2 1.234 -0.024 -1.437
H3 -1.445 -1.433 -0.603
H4 0.109 -1.953 -0.301

The LUMO energy is 3.11 eV. As for the energy relative to the best compared isomer or geometry (same formula, charge and spin): 62.6 kcal per mole. The value obtained for the HOMO-LUMO gap is 7.43 eV. Its HOMO energy is -4.316 eV. The total charge is -1. The value obtained for the energy is -1318.496524 hartree.

Charges obtained by Mulliken population analysis, quoted in units of e:
1 C 0.36
2 C -0.02
3 C 0.69
4 C -0.59
5 C -0.66
6 N -0.37
7 O -0.74
8 O -0.66
9 Cl -0.26
10 Cl -0.19
11 H 0.38
12 H 0.27
13 H 0.40
14 H 0.38

---

7.
ORCA calculation (wB97M-V/def2-TZVPD) on the molecule C3H3IN2O at a distorted geometry.

Geometry (Å):
O1 -0.634 -0.908 -1.689
N1 -0.217 -0.277 -0.542
C1 0.262 -0.779 0.618
C2 0.581 0.291 1.412
N2 0.319 1.461 0.782
C3 -0.160 1.179 -0.381
I1 -0.810 2.438 -1.871
H1 -0.672 -1.861 -1.524
H2 0.352 -1.832 0.787
H3 0.979 0.288 2.407

The LUMO energy is 0.43 eV. As for the energy relative to the best compared isomer or geometry (same formula, charge and spin): 35.8 kcal per mole. The value obtained for the HOMO-LUMO gap is 8.94 eV. Its HOMO energy is -8.513 eV. As for the SMILES: On1ccnc1I. The value obtained for the energy is -598.479059 hartree.

Charges obtained by Mulliken population analysis, quoted in units of e:
1 O -0.38
2 N 0.24
3 C -0.04
4 C -0.53
5 N -0.51
6 C -0.06
7 I 0.14
8 H 0.36
9 H 0.37
10 H 0.41

---

8.
ORCA calculation (wB97M-V/def2-TZVPD) on a structure of composition C19H24CdCl2O2Te4 at a distorted geometry.

Geometry (Å):
Cd1 -0.461 0.119 0.320
C1 1.180 2.742 -0.899
C2 2.150 2.009 -0.176
C3 1.627 1.690 1.078
C4 0.272 2.177 1.127
C5 0.047 2.885 -0.102
C6 -1.144 3.739 -0.424
C7 -0.448 2.506 2.413
C8 2.358 1.047 2.222
C9 3.520 1.668 -0.687
C10 1.303 3.251 -2.302
H1 -0.829 4.777 -0.585
H2 -1.885 3.741 0.380
H3 -1.662 3.418 -1.337
H4 -0.145 3.503 2.767
H5 -0.206 1.798 3.211
H6 -1.539 2.534 2.307
H7 2.783 1.807 2.894
H8 3.183 0.418 1.875
H9 1.706 0.409 2.825
H10 4.006 0.935 -0.041
H11 4.164 2.555 -0.724
H12 3.484 1.249 -1.697
H13 1.143 4.334 -2.346
H14 0.562 2.782 -2.955
H15 2.290 3.033 -2.706
C11 -1.826 -2.694 -2.254
C12 -1.054 -2.115 -1.067
O1 -0.544 -0.883 -1.416
C13 -0.106 -3.050 -0.397
C14 0.251 -4.267 -0.954
C15 1.085 -5.164 -0.301
C16 1.558 -4.865 0.963
C17 1.220 -3.658 1.539
C18 0.430 -2.712 0.872
O2 0.165 -1.589 1.494
H16 -2.564 -1.952 -2.583
H17 -2.347 -3.619 -1.998
H18 -1.156 -2.869 -3.104
H19 -0.104 -4.521 -1.946
H20 1.373 -6.085 -0.795
H21 2.187 -5.568 1.504
H22 1.563 -3.394 2.534
Te1 -3.102 0.653 -0.203
Te2 -5.743 0.371 -0.734
Te3 -4.493 -3.246 0.354
Te4 -2.324 -1.733 0.643
Cl1 4.573 -2.981 -2.567
C19 3.721 -2.182 -1.242
Cl2 2.177 -1.485 -1.775
H23 4.365 -1.385 -0.870
H24 3.523 -2.939 -0.481

The LUMO energy is 4.09 eV. As for the energy relative to the best compared isomer or geometry (same formula, charge and spin): 68.4 kcal per mole. The value obtained for the HOMO-LUMO gap is 5.03 eV. Its HOMO energy is -0.936 eV. The total charge is -2. The value obtained for the energy is -3049.077415 hartree.

Charges obtained by Mulliken population analysis, quoted in units of e:
1 Cd 1.76
2 C 0.54
3 C 1.11
4 C 0.48
5 C 0.23
6 C 0.76
7 C -1.89
8 C -1.80
9 C -1.84
10 C -1.76
11 C -1.65
12 H 0.41
13 H 0.31
14 H 0.34
15 H 0.37
16 H 0.37
17 H 0.37
18 H 0.29
19 H 0.44
20 H 0.30
21 H 0.25
22 H 0.34
23 H 0.41
24 H 0.30
25 H 0.27
26 H 0.45
27 C -2.33
28 C 1.53
29 O -0.97
30 C -0.25
31 C -0.55
32 C -0.87
33 C -0.42
34 C -0.57
35 C 1.44
36 O -1.01
37 H 0.37
38 H 0.38
39 H 0.44
40 H 0.31
41 H 0.33
42 H 0.34
43 H 0.33
44 Te -0.27
45 Te -0.52
46 Te -0.47
47 Te -0.38
48 Cl -0.25
49 C 0.02
50 Cl -0.05
51 H 0.18
52 H 0.10